ORCA calculation (ωB97M-V/def2-TZVPD) on C70H136F30N12O21S10 as an isolated structure at a distorted geometry.

Calculated values
total energy	-11962.93990	a.u.
E_HOMO	-11.7	eV

ORCA input file:
```
! RIJCOSX wB97M-V def2-TZVPD def2/J DEFGRID3
* xyz 2 1
H 12.301 1.512 1.798
O -5.084 4.773 -7.269
H -4.820 -1.148 -0.555
H -10.310 0.786 -2.681
H 14.637 0.608 -0.957
H -3.185 5.206 2.819
H 3.990 -6.559 1.492
C 7.620 -7.787 2.661
N -0.633 4.909 3.981
C -9.419 0.548 -2.057
C 10.846 -0.594 1.114
C 11.589 0.141 -1.281
H -1.064 -0.925 -0.410
O -3.487 2.642 3.531
H 9.022 -7.829 4.358
H -7.192 2.401 -3.820
H 7.609 -6.843 4.501
F -6.067 -3.539 -3.742
F -4.165 -4.569 -3.787
C -1.053 6.361 4.097
H -0.073 -0.129 1.562
F 5.633 3.603 -2.244
H -10.351 4.072 -3.876
O 3.459 2.712 -0.325
H 4.821 -3.175 1.338
C -8.606 -1.525 0.644
S 3.426 4.022 -0.897
H 1.390 0.995 -4.424
H -1.443 -3.781 -0.855
F -4.959 4.335 1.487
F -0.670 -4.002 -4.745
C 8.303 -0.873 1.403
H -1.874 0.309 2.117
H -3.152 2.634 0.051
C -2.360 5.131 2.104
N 2.914 5.026 0.251
H 2.610 4.708 -4.393
H 1.464 4.826 -5.802
H -9.192 2.784 -5.347
C -2.735 -5.989 -1.577
C -6.267 4.021 1.785
F -6.955 4.294 0.658
H -0.614 2.371 -3.999
H 0.696 0.173 4.233
H 1.201 5.617 3.294
H 12.953 0.486 -2.877
O 2.990 4.233 -2.235
C -10.153 3.080 -3.431
H -0.623 -7.848 -1.354
C -0.989 -4.690 -0.524
H -7.817 0.700 -4.078
C 6.973 -0.404 0.754
C -1.103 4.455 2.601
N -2.131 -5.658 -0.306
F 0.245 -2.286 -5.727
H 0.322 1.350 -8.726
H 7.395 -8.557 4.639
C 0.130 2.166 -6.738
H -1.446 -6.617 1.460
S -6.359 2.235 2.136
N -6.027 2.048 3.610
H 2.457 0.868 1.927
H 1.898 3.093 -7.375
C 0.189 0.456 0.659
F -2.301 -5.924 4.120
H -1.261 3.388 2.522
O -3.538 4.120 -2.895
F -3.747 1.979 -6.973
C -0.951 0.134 -0.315
S -0.108 -2.902 3.070
C 2.552 0.047 1.217
H 0.760 4.722 -2.968
O 1.902 6.825 -1.374
H 3.206 -5.528 3.710
H 12.699 -1.175 -2.583
H 9.504 0.917 1.415
F -4.746 -3.496 -1.979
F -3.904 6.719 -1.432
S 2.126 6.479 0.001
O 0.911 -2.343 3.895
C 3.385 7.581 0.770
H 0.336 -7.075 -0.001
F -1.400 -4.958 5.905
H -1.883 2.524 -1.160
H 12.976 1.983 0.290
C 0.139 0.670 5.006
H -0.729 0.439 -1.327
H -3.331 -3.927 0.123
H -3.433 1.114 1.602
H 1.262 3.936 3.848
F 4.481 7.587 0.059
F 6.101 3.812 -0.137
H -8.801 -0.316 -2.285
H -10.633 0.973 -0.279
O 0.944 6.605 0.811
C 13.253 -0.588 0.296
C -1.671 -6.929 0.407
S -4.868 4.141 -6.023
H -0.544 -4.484 0.457
H 0.849 0.820 5.813
C 9.468 -0.045 0.965
H -4.231 1.028 -0.734
H -1.128 -9.679 0.502
H -8.490 3.862 -2.329
H -0.308 4.666 1.906
C 0.838 4.948 4.079
H 6.182 -3.248 2.408
N -8.517 1.745 -2.314
H -1.316 1.722 -8.260
H -1.479 2.733 0.626
H -0.101 1.282 -6.202
H 14.589 -1.128 -1.270
H 3.920 1.778 -5.408
F 3.700 7.164 2.057
H 3.952 3.321 -6.272
H 2.353 -0.869 1.775
C -1.653 -2.405 3.947
O -5.829 4.753 -2.892
H -3.252 0.289 -1.924
S -4.150 -1.862 -3.907
H -1.146 8.112 5.158
C 13.938 -0.257 -1.018
H 0.507 -9.675 0.172
H -0.956 6.815 6.283
F -5.836 2.095 6.412
N -2.247 0.786 -0.001
H -3.010 -4.911 1.502
H -7.591 2.177 -0.376
H 1.181 5.224 5.086
F -2.846 -3.092 3.679
H 6.127 -1.052 0.889
H -2.650 4.713 1.150
C 1.616 2.049 -4.080
H -2.108 -6.636 -2.206
C 7.942 -7.767 4.105
H -4.823 -5.967 -1.937
H -8.614 -1.064 1.624
H 1.742 0.779 -0.736
C -4.829 -3.439 -3.381
H -2.322 3.850 4.632
O 0.682 -6.686 3.163
S -4.482 1.736 4.093
S 0.305 -5.535 3.950
C -1.251 -5.867 4.939
H -3.223 -1.825 -0.748
C -0.518 -7.714 -0.211
F -3.702 1.941 6.581
N -0.218 -4.477 2.920
C -3.398 3.128 -6.339
H -2.604 -7.547 0.422
C -9.897 -1.176 -0.128
F -4.576 3.717 5.760
H -7.066 0.618 -1.116
O -0.332 -2.073 -2.720
C -3.358 -0.964 1.145
H 12.983 -1.698 0.199
H -1.296 2.432 6.279
H 5.176 -3.755 5.138
H 8.125 -1.011 2.456
H 3.922 3.331 -4.394
H 3.231 -2.928 3.157
C 4.254 -3.889 4.627
H 5.876 -7.559 1.528
N 11.900 0.104 0.262
H -9.009 0.709 0.071
H 2.387 1.992 -3.295
C -4.664 2.403 5.853
H 7.134 -0.340 -0.321
H 8.596 -1.847 1.014
H -7.748 -1.157 0.167
H -2.559 -1.680 1.343
O -5.764 3.139 -5.515
F 5.703 5.605 -1.232
C 4.265 -2.868 3.504
C 5.281 4.310 -1.070
C 0.523 4.162 -3.848
C 0.361 2.669 -3.554
C 4.028 -5.451 1.439
H 3.045 -5.003 1.662
F -2.830 2.861 -5.153
H 0.280 3.147 6.077
H 10.770 -0.563 -1.371
H 4.411 -5.152 0.435
H -5.338 -5.280 0.214
C -3.235 -4.963 0.451
C -7.331 1.678 -1.322
O -4.394 -1.883 -5.309
C -0.633 2.838 5.528
H -11.129 2.707 -3.302
H 7.516 -8.836 2.301
H -2.850 -5.080 -2.148
C 1.722 4.303 -4.850
C -9.408 2.197 -4.482
C -4.106 -6.507 -1.224
F -0.935 -6.986 5.592
C 4.277 -5.218 3.896
N -2.692 -2.202 -3.391
H 0.336 2.556 -2.477
C 1.619 2.389 -6.600
H -4.103 -1.118 1.959
N -4.366 5.247 -5.012
O -7.721 1.883 1.966
C -3.772 -0.982 -0.355
H 0.285 1.547 0.856
S -1.296 -1.671 -3.788
H -2.139 6.244 3.952
C -4.428 -5.867 0.230
H 3.539 -0.080 0.817
H -10.729 -1.231 0.545
C 5.094 -3.493 2.339
F -1.618 -2.888 -6.269
F -2.481 3.839 -6.995
C 1.554 0.076 0.076
H -10.036 -1.878 -0.943
H -2.126 6.171 1.884
H -0.782 6.776 3.136
O -5.479 1.626 1.113
F -6.685 4.805 2.787
C -1.344 4.095 5.026
C -0.280 -9.044 0.639
H 6.759 0.617 1.084
C -0.326 2.068 -8.191
H -8.505 -2.605 0.733
H 2.247 1.549 -6.825
C -2.693 0.381 1.379
O 1.209 -5.063 4.951
O -1.199 -0.336 -4.265
F 2.871 8.775 0.994
H 4.612 -1.867 3.759
H -0.381 4.566 -4.269
H 13.803 -0.324 1.215
C -2.150 2.274 -0.098
H 10.935 -1.562 0.716
H -4.159 -7.564 -1.044
C 12.093 1.515 0.748
S -4.560 4.966 -3.459
H 5.522 -7.611 3.200
F -2.988 7.168 -3.298
H 11.143 2.047 0.584
O -4.087 0.320 4.094
H 8.366 -7.216 2.101
C -0.819 -2.807 -5.201
C -3.389 0.348 -0.896
H -0.103 -8.867 1.692
C -0.623 7.172 5.265
C -9.788 0.385 -0.560
H -0.392 3.059 -8.688
C 6.275 -5.717 2.527
H 1.496 -0.936 -0.386
H -9.945 1.301 -4.770
H 11.170 -0.512 2.175
H -0.787 0.166 5.345
O -4.720 -0.768 -3.209
C -9.207 3.085 -2.202
H 3.417 -3.786 5.326
O -0.227 1.909 4.424
C -4.131 6.718 -2.812
C 6.230 -7.200 2.483
H -1.421 4.867 5.817
H 4.860 -5.980 4.430
H -9.743 3.240 -1.218
H 11.104 1.092 -1.530
H -4.395 -6.693 0.957
H 9.408 0.056 -0.174
F -1.478 -2.549 5.276
H 0.422 7.469 5.336
C 3.621 2.837 -5.318
N 2.176 2.870 -5.283
N 4.937 -5.010 2.510
H -6.552 2.313 -1.696
H 6.782 -5.273 1.661
H -0.423 3.017 -6.210
F -5.190 7.513 -2.992
C -8.077 1.736 -3.716
F -1.974 -1.161 3.704
H -0.343 -5.021 -1.326
H 6.755 -5.455 3.455
O -0.338 -2.334 1.789
C 12.788 -0.222 -2.072
*
```



ORCA calculation (ωB97M-V/def2-TZVPD) on a 5-piece molecular cluster, C70H57N2O13 overall at a distorted geometry.

Calculated values
total energy	-3789.32385	a.u.
E_HOMO	-4.3	eV

ORCA input file:
```
! RIJCOSX wB97M-V def2-TZVPD def2/J DEFGRID3
* xyz -1 1
C -3.994 -1.527 6.933
C 6.747 3.380 7.482
C 2.382 -0.459 -0.935
C -6.349 -1.695 -5.485
H 8.731 2.581 7.411
C 2.022 4.900 7.467
C 0.752 4.854 6.916
C -6.644 -2.018 7.599
N 1.609 -0.052 -2.023
C 6.206 1.688 5.341
H -4.989 -5.908 -8.488
C -7.888 -0.725 -3.799
H 5.025 -4.816 -3.794
C 2.788 3.333 5.802
C -2.565 -1.231 6.605
O 3.644 1.792 4.233
C 8.509 -2.084 -5.217
C -9.733 -1.984 -2.904
H 8.386 -6.682 -5.690
C -0.600 -0.188 3.581
H 2.080 -2.563 -0.385
C -7.868 -4.201 -5.299
H 8.243 1.062 5.520
H 1.414 5.151 0.433
C 7.885 -5.791 -5.335
C -2.880 -0.510 2.907
O 0.079 4.804 1.904
H 1.484 -1.926 -2.671
H -0.490 4.030 5.371
H -3.637 -0.507 2.134
C 1.516 3.300 5.248
C 3.857 2.485 5.203
C -0.902 4.001 2.372
H -9.932 -4.000 -3.622
C -8.257 -3.004 -4.501
H -10.597 -2.044 -2.256
H -4.813 1.992 0.593
H 8.114 2.496 -4.727
C -8.990 -0.809 -2.965
C 3.046 4.144 6.911
H -3.568 0.214 -2.115
C -5.655 -2.095 8.574
H -3.153 1.366 0.499
H -1.303 0.076 1.558
H -5.917 -2.342 9.594
C 2.321 2.664 -0.351
C 6.494 -0.965 -4.220
C -0.361 1.073 -0.777
O -8.479 -5.245 -5.206
H 0.826 2.239 1.162
H -4.401 -1.833 -7.296
H 4.811 0.094 -3.425
H -2.207 2.713 -2.734
C 5.474 3.353 6.924
C -4.936 -2.770 -7.221
H 2.929 1.819 -0.043
H 2.157 -1.292 0.971
C 1.468 3.070 0.863
O -1.713 -1.292 7.470
C 0.748 1.157 -1.871
C -5.274 -5.057 -7.883
C -5.994 -2.875 -6.327
N 0.853 -1.154 -2.513
C 5.993 -4.753 -4.273
H 2.170 3.245 1.689
C 4.408 4.218 7.510
C 5.207 2.513 5.843
C 8.350 0.382 -4.960
C 2.160 -1.524 -0.093
H -7.679 -2.199 7.862
H -9.273 0.043 -2.361
O 4.647 4.953 8.446
C -0.929 -0.527 4.884
C -4.983 -1.470 5.953
H 3.029 3.490 -0.516
C -4.117 1.412 -0.019
O -2.057 4.160 2.173
C -3.740 1.262 -2.384
C 0.697 4.359 0.665
C 7.838 -3.407 -5.049
C 5.849 -2.290 -3.994
O 9.622 -2.007 -5.695
H -0.046 5.441 7.351
C -7.524 -1.819 -4.575
C -6.333 -5.165 -6.998
H -0.059 4.302 -0.116
C 1.562 2.450 -1.669
C -4.642 -1.157 4.529
H 1.333 2.675 4.383
H -1.523 0.346 -4.359
H 0.652 0.832 -3.991
C -4.581 -3.857 -8.000
O 4.765 -2.361 -3.464
H 9.451 -4.463 -5.971
H -1.545 -0.102 -2.688
C 7.766 -0.867 -4.785
C 5.802 0.184 -3.852
H -0.020 2.376 -3.535
O -3.918 2.083 -1.242
C -1.405 0.754 -3.348
H 2.230 5.518 8.330
H -7.066 -1.653 5.522
C -2.239 -0.859 5.207
C 7.741 2.561 6.974
H 9.340 0.448 -5.390
C -4.333 -1.850 8.242
H -4.544 0.409 -0.138
O -5.507 -1.163 3.679
H -6.882 -6.092 -6.900
H -2.900 2.030 -4.203
C 6.643 -5.892 -4.716
H 6.945 4.043 8.312
H 0.861 3.271 -1.807
C 7.660 1.524 -4.588
H 6.181 -6.862 -4.584
H -3.554 -1.901 8.990
C 7.468 1.709 5.909
H -0.566 3.186 3.034
H 2.279 2.516 -2.499
C 6.583 -3.508 -4.446
H 5.981 1.035 4.509
O -5.707 -0.670 -5.540
C -1.570 -0.183 2.583
H 5.844 2.319 -3.758
O -0.576 -0.036 -0.248
H 0.422 0.073 3.333
C 0.501 4.059 5.804
C -2.549 1.787 -3.194
C -6.309 -1.711 6.292
H 3.325 0.077 -0.834
H 0.133 -1.390 -1.826
C -9.366 -3.080 -3.666
C 8.483 -4.554 -5.497
C 6.385 1.425 -4.040
C -3.225 -0.841 4.210
H -4.670 1.296 -2.970
H -0.177 -0.535 5.662
C -6.703 -4.073 -6.222
H -3.759 -3.772 -8.699
H -7.303 0.182 -3.856
O -0.959 2.139 -0.575
C 0.018 1.321 -3.249
*
```



- Which value of E_HOMO does entry 1 give?
  -11.7 eV



- Which of these has the highest E_HOMO?
  C70H57N2O13



- E_HOMO of number 1 (C70H136F30N12O21S10)?
  -11.7 eV